# C38H91ClN6O6P4

3 unconnected molecules or ions with the total composition C38H91ClN6O6P4 (ωB97M-V/def2-TZVPD, OMol25).

Geometry as ORCA input:
```
! RIJCOSX wB97M-V def2-TZVPD def2/J DEFGRID3
* xyz 0 1
C 4.141 -1.184 -0.326
C 5.248 -2.334 -0.526
C 6.178 -1.894 -1.792
C 7.594 -1.275 -1.362
C 7.479 -0.014 -0.362
C 7.406 -0.439 1.200
C 8.196 0.665 2.076
C 7.175 1.859 2.525
C 7.412 3.226 1.709
C 5.966 3.940 1.575
C 6.051 5.420 0.953
C 4.697 5.676 0.086
C 3.364 5.617 0.983
C 2.347 4.416 0.541
C 0.836 4.946 0.646
C -0.204 4.119 -0.295
C -0.573 2.723 0.465
C -0.906 1.530 -0.544
P -2.335 0.378 -0.101
C -3.748 0.638 1.130
C -3.957 2.120 1.670
O -4.030 2.265 2.922
Cl -4.052 3.638 0.669
C -3.346 1.175 -1.527
P -2.854 0.473 -3.241
O -3.280 1.374 -4.404
O -3.800 -0.972 -3.394
O -1.233 -0.029 -3.317
C -1.251 -0.590 1.151
C -1.947 -2.062 1.329
C -1.048 0.138 2.567
C 0.486 0.008 3.108
C 0.754 -1.569 3.395
H 4.650 -0.173 -0.454
H 3.314 -1.322 -1.116
H 3.661 -1.321 0.708
H 4.695 -3.288 -0.827
H 5.865 -2.562 0.410
H 5.539 -1.211 -2.450
H 6.387 -2.860 -2.379
H 8.329 -2.069 -0.955
H 8.077 -0.863 -2.329
H 6.617 0.699 -0.636
H 8.442 0.592 -0.496
H 7.787 -1.501 1.400
H 6.293 -0.439 1.506
H 8.662 0.162 3.006
H 9.062 1.148 1.503
H 7.292 1.996 3.665
H 6.077 1.547 2.335
H 7.876 3.080 0.672
H 8.102 3.963 2.276
H 5.322 3.298 0.860
H 5.418 3.946 2.588
H 6.225 6.244 1.739
H 6.916 5.413 0.186
H 4.786 6.764 -0.295
H 4.700 4.962 -0.807
H 3.575 5.488 2.098
H 2.797 6.597 0.821
H 2.648 4.032 -0.492
H 2.439 3.543 1.288
H 0.767 6.057 0.347
H 0.530 4.837 1.757
H -1.155 4.749 -0.357
H 0.277 3.927 -1.328
H -1.336 2.935 1.281
H 0.404 2.436 1.017
H 0.044 0.872 -0.618
H -1.007 1.996 -1.598
H -2.400 -0.870 -0.866
H -4.729 0.357 0.580
H -3.735 -0.069 2.042
H -4.477 1.028 -1.471
H -3.182 2.315 -1.639
H -3.653 -1.540 -2.595
H -1.068 -0.792 -2.709
H -0.192 -0.825 0.748
H -1.643 -2.516 2.329
H -1.465 -2.727 0.513
H -3.071 -2.042 1.132
H -1.671 -0.467 3.336
H -1.446 1.207 2.628
H 1.187 0.343 2.273
H 0.648 0.544 4.100
H -0.001 -2.008 4.139
H 1.790 -1.755 3.833
H 0.683 -2.201 2.431
C -9.458 1.702 -7.676
N -8.445 2.723 -7.852
C -7.673 2.527 -9.079
P -7.721 3.733 -6.662
O -7.882 4.986 -7.541
N -8.931 4.238 -5.535
C -10.120 3.488 -5.171
C -9.251 5.665 -5.478
N -7.447 2.323 -5.619
C -6.877 2.725 -4.306
C -6.483 1.336 -6.152
H -9.159 0.893 -7.002
H -9.723 1.222 -8.625
H -10.400 2.123 -7.325
H -6.823 1.852 -8.920
H -7.269 3.475 -9.443
H -8.276 2.123 -9.896
H -10.926 3.629 -5.898
H -10.497 3.821 -4.197
H -9.926 2.422 -5.047
H -9.899 5.965 -6.310
H -8.344 6.271 -5.501
H -9.763 5.921 -4.543
H -5.914 3.232 -4.433
H -6.731 1.853 -3.662
H -7.535 3.395 -3.752
H -5.549 1.817 -6.458
H -6.882 0.785 -7.004
H -6.250 0.571 -5.406
C 2.275 -7.892 3.105
N 2.655 -6.575 3.576
C 3.991 -6.192 3.120
P 2.039 -5.698 4.922
O 1.918 -4.404 4.097
N 0.329 -5.932 5.009
C -0.392 -7.111 4.561
C -0.527 -4.764 4.803
N 2.210 -7.137 5.949
C 1.667 -6.895 7.313
C 3.604 -7.571 6.179
H 2.427 -8.687 3.842
H 2.847 -8.190 2.219
H 1.240 -7.919 2.768
H 4.771 -6.550 3.803
H 4.088 -5.104 3.063
H 4.219 -6.568 2.120
H -0.584 -7.084 3.484
H -1.365 -7.176 5.064
H 0.118 -8.041 4.816
H -0.613 -4.512 3.739
H -0.140 -3.896 5.340
H -1.536 -4.935 5.192
H 2.196 -6.074 7.807
H 1.756 -7.793 7.931
H 0.605 -6.648 7.302
H 4.231 -6.740 6.517
H 4.056 -8.001 5.284
H 3.649 -8.367 6.927
*
```

Properties
LUMO energy   -1.088 eV
Energy   -4107.67055 Ha
Structure (SMILES)   CCCCCCCCCCCCCCCCCC[PH](CC(=O)Cl)(CP(=O)(O)O)[C@H](C)CCC.CN(C)P(=O)(N(C)C)N(C)C.CN(C)P(=O)(N(C)C)N(C)C